This record from OMol25 describes a structure of composition C24H22F3MnN7O4S4 in a non-equilibrium geometry. The level of theory is wB97M-V/def2-TZVPD.

Each line ends with the Löwdin charge.
CARTESIAN COORDINATES (ANGSTROEM)
Mn (-0.572, 0.130, -0.112)  0.52
N (1.369, 4.304, 0.162)  0.03
C (0.891, 3.004, 0.172)  -0.90
S (-0.764, 2.805, 0.626)  0.54
N (1.729, 2.058, -0.115)  -0.02
N (1.311, 0.788, -0.069)  -0.12
C (2.270, -0.145, -0.036)  -0.18
C (1.932, -1.495, 0.079)  -0.30
C (2.884, -2.524, 0.282)  -0.04
C (2.472, -3.802, 0.517)  -0.07
C (1.089, -4.080, 0.556)  -0.06
C (0.214, -3.040, 0.326)  -0.15
N (0.580, -1.794, 0.065)  0.08
H (0.628, 4.978, 0.040)  0.05
H (2.174, 4.438, -0.433)  0.07
H (3.303, 0.184, -0.028)  0.11
H (3.931, -2.263, 0.279)  0.11
H (3.187, -4.592, 0.696)  0.10
H (0.720, -5.073, 0.764)  0.10
H (-0.858, -3.217, 0.361)  0.12
F (2.111, -2.567, 4.663)  0.09
C (1.091, -1.855, 5.178)  -0.62
F (0.607, -2.650, 6.177)  0.07
F (1.651, -0.824, 5.839)  0.09
C (0.023, -1.470, 4.208)  -0.17
C (-1.254, -1.963, 4.382)  -0.04
C (-2.257, -1.526, 3.530)  -0.07
C (-1.914, -0.642, 2.522)  -0.15
N (-0.677, -0.236, 2.262)  0.01
C (0.320, -0.599, 3.116)  -0.73
S (1.878, 0.000, 2.922)  0.64
H (-1.465, -2.662, 5.179)  0.11
H (-3.278, -1.855, 3.634)  0.09
H (-2.692, -0.256, 1.874)  0.09
S (-1.221, 2.398, -4.185)  0.42
C (-0.923, 1.542, -2.879)  -1.00
N (-0.668, 0.877, -1.946)  -0.01
C (3.294, -0.212, -4.891)  -0.05
C (2.149, -1.134, -4.594)  -0.26
C (1.032, -1.189, -5.423)  -0.03
C (-0.031, -2.018, -5.121)  -0.05
C (0.030, -2.814, -3.991)  -0.27
C (1.127, -2.774, -3.148)  -0.05
C (2.181, -1.938, -3.454)  -0.03
S (-1.345, -3.870, -3.572)  0.63
O (-0.856, -5.086, -2.974)  -0.31
O (-2.180, -4.018, -4.740)  -0.32
N (-2.234, -3.095, -2.414)  -0.11
C (-2.790, -1.820, -2.824)  -0.25
C (-3.950, -1.414, -1.926)  -0.08
C (-3.518, -1.016, -0.487)  -0.64
O (-4.372, -1.048, 0.394)  0.00
O (-2.308, -0.683, -0.336)  -0.15
H (3.290, 0.096, -5.934)  0.07
H (4.245, -0.696, -4.671)  0.07
H (3.220, 0.679, -4.266)  0.09
H (0.985, -0.569, -6.307)  0.11
H (-0.910, -2.066, -5.744)  0.11
H (1.147, -3.402, -2.271)  0.10
H (3.036, -1.898, -2.796)  0.11
H (-1.702, -3.029, -1.558)  0.08
H (-3.131, -1.956, -3.854)  0.11
H (-2.027, -1.030, -2.800)  0.09
H (-4.682, -2.220, -1.849)  0.11
H (-4.445, -0.536, -2.349)  0.12

Calculated values
highest occupied orbital energy (alpha / beta): -1.73 / -1.69 eV
2S+1: 2
total charge: -2
ΔE to the lowest compared entry with this formula, charge and spin: 2.87 kJ/mol
Kohn-Sham gap (alpha / beta): 6.01 / 5.98 eV